188
Properties=species:S:1:pos:R:3:lowdin_charge:R:1 method="wB97M-V/def2-TZVPD" gap_ev=3.160 largest_force_ev_per_a=9.59 homo_energy_ev=-8.174 charge=+3
C -24.066 -0.405 -8.510 -0.09
O -22.928 -0.719 -7.726 -0.17
C -21.823 0.144 -7.791 -0.20
C -20.874 -0.300 -8.877 -0.10
N -20.634 -1.773 -8.768 0.08
H -20.221 -1.959 -7.865 0.18
H -21.478 -2.297 -8.953 0.18
C -19.642 -2.234 -9.816 -0.07
C -18.260 -1.498 -9.805 -0.19
O -17.921 -1.299 -8.458 -0.17
C -16.650 -0.820 -8.385 -0.14
H -24.025 -0.276 -9.592 0.09
H -24.537 0.532 -8.213 0.09
H -24.795 -1.176 -8.260 0.10
H -21.320 0.011 -6.833 0.14
H -21.988 1.217 -7.883 0.14
H -19.916 0.206 -8.759 0.13
H -21.181 -0.154 -9.913 0.14
H -20.022 -1.830 -10.754 0.13
H -19.652 -3.317 -9.933 0.14
H -18.340 -0.491 -10.216 0.13
H -17.663 -2.181 -10.409 0.14
H -16.491 0.148 -8.862 0.10
H -15.786 -1.465 -8.540 0.10
H -16.456 -0.725 -7.317 0.10
C -18.254 1.953 -24.104 -0.09
O -17.149 2.074 -23.279 -0.18
C -16.932 3.410 -22.897 -0.19
C -16.449 3.269 -21.429 -0.08
N -15.119 2.508 -21.298 0.06
H -15.087 1.725 -21.934 0.17
H -14.431 3.104 -21.736 0.18
C -14.805 2.145 -19.880 -0.08
C -13.351 1.705 -19.740 -0.20
O -13.013 0.991 -20.924 -0.19
C -11.656 0.550 -20.894 -0.07
H -18.284 2.604 -24.977 0.11
H -19.121 2.115 -23.463 0.10
H -18.222 0.891 -24.348 0.11
H -17.761 4.117 -22.889 0.14
H -16.110 3.959 -23.357 0.13
H -17.219 2.773 -20.839 0.13
H -16.330 4.212 -20.894 0.13
H -15.487 1.316 -19.687 0.15
H -15.057 3.015 -19.274 0.14
H -13.399 1.078 -18.850 0.13
H -12.592 2.471 -19.581 0.13
H -11.542 -0.387 -20.348 0.10
H -10.908 1.265 -20.551 0.10
H -11.392 0.433 -21.945 0.10
C -8.193 5.798 -6.757 -0.12
O -8.622 6.450 -7.904 -0.17
C -7.618 6.799 -8.872 -0.20
C -8.063 6.631 -10.298 -0.05
N -9.310 7.521 -10.572 0.08
H -10.102 7.365 -9.964 0.16
H -9.080 8.494 -10.431 0.17
C -9.761 7.523 -12.058 -0.07
C -10.518 6.249 -12.353 -0.19
O -11.458 6.054 -11.277 -0.19
C -12.477 5.100 -11.589 -0.08
H -7.272 6.197 -6.333 0.09
H -7.903 4.757 -6.904 0.09
H -8.965 5.907 -5.996 0.10
H -6.704 6.211 -8.799 0.14
H -7.225 7.785 -8.625 0.14
H -8.287 5.634 -10.678 0.14
H -7.280 7.077 -10.911 0.14
H -8.890 7.653 -12.700 0.14
H -10.324 8.451 -12.162 0.14
H -9.818 5.429 -12.508 0.13
H -11.049 6.448 -13.285 0.14
H -13.233 5.296 -10.829 0.10
H -12.150 4.070 -11.733 0.10
H -13.082 5.343 -12.463 0.09
C -0.179 9.988 -13.087 -0.06
O -0.028 10.696 -14.330 -0.21
C 0.519 11.997 -14.213 -0.22
C 0.263 12.738 -15.525 -0.03
N 0.500 11.770 -16.775 0.09
H 1.484 11.570 -16.884 0.17
H 0.180 10.820 -16.655 0.14
C -0.066 12.312 -18.105 -0.06
C -0.012 11.185 -19.185 -0.19
O -0.276 9.923 -18.554 -0.23
C -0.090 8.785 -19.438 -0.04
H -0.687 10.592 -12.335 0.09
H 0.846 9.800 -12.769 0.10
H -0.790 9.096 -13.221 0.10
H 1.587 11.899 -14.015 0.13
H 0.149 12.596 -13.382 0.13
H 1.009 13.526 -15.623 0.13
H -0.753 13.131 -15.572 0.13
H 0.595 13.103 -18.461 0.13
H -1.102 12.647 -18.066 0.13
H 1.011 11.176 -19.560 0.12
H -0.641 11.303 -20.067 0.14
H -0.040 7.845 -18.889 0.10
H 0.877 8.925 -19.921 0.10
H -0.966 8.722 -20.083 0.10
C -6.693 -9.622 1.954 -0.07
O -6.752 -10.019 0.582 -0.21
C -6.105 -11.239 0.229 -0.19
C -6.186 -11.563 -1.299 -0.03
N -5.793 -10.332 -2.178 0.07
H -6.446 -9.574 -2.040 0.17
H -5.042 -9.887 -1.671 0.18
C -5.664 -10.689 -3.612 -0.10
C -5.686 -9.432 -4.484 -0.14
O -4.804 -8.335 -3.967 -0.18
C -4.784 -7.246 -4.818 -0.14
H -5.706 -9.311 2.294 0.10
H -7.137 -10.433 2.531 0.09
H -7.429 -8.830 2.094 0.10
H -6.518 -12.079 0.788 0.13
H -5.071 -11.210 0.573 0.13
H -7.147 -11.986 -1.593 0.14
H -5.428 -12.297 -1.573 0.13
H -6.439 -11.403 -3.889 0.15
H -4.702 -11.183 -3.747 0.15
H -6.692 -9.014 -4.426 0.12
H -5.549 -9.683 -5.535 0.14
H -5.765 -6.806 -4.998 0.09
H -4.400 -7.487 -5.809 0.09
H -4.170 -6.422 -4.455 0.10
C -3.864 -5.479 -12.012 -0.09
O -2.706 -4.729 -11.771 -0.19
C -2.068 -4.277 -12.911 -0.22
C -0.968 -3.250 -12.538 -0.04
N -1.499 -2.095 -11.682 0.09
H -2.193 -1.519 -12.136 0.18
H -2.084 -2.351 -10.899 0.15
C -0.295 -1.273 -11.090 -0.04
C -0.811 -0.337 -9.999 -0.19
O -1.435 -1.198 -9.024 -0.22
C -2.189 -0.546 -8.043 -0.09
H -4.457 -5.662 -11.115 0.09
H -3.682 -6.509 -12.320 0.09
H -4.338 -4.964 -12.847 0.09
H -2.777 -3.829 -13.607 0.13
H -1.660 -5.113 -13.479 0.14
H -0.555 -2.906 -13.487 0.15
H -0.198 -3.641 -11.874 0.13
H 0.230 -0.665 -11.827 0.15
H 0.384 -1.985 -10.622 0.14
H -1.536 0.383 -10.377 0.13
H -0.037 0.291 -9.557 0.14
H -1.505 0.166 -7.580 0.10
H -2.644 -1.293 -7.393 0.10
H -3.026 -0.081 -8.564 0.09
C 0.311 -1.639 -30.036 -0.57
F -0.929 -1.265 -30.505 0.07
F 0.790 -2.483 -30.935 0.14
F 1.151 -0.566 -29.827 0.10
S -0.012 -2.572 -28.341 0.67
O -0.740 -3.790 -28.678 -0.32
O 1.318 -2.878 -27.803 -0.32
N -1.030 -1.444 -27.542 -0.30
S -0.226 -1.113 -26.268 0.53
O -0.009 -2.207 -25.329 -0.33
O 0.879 -0.178 -26.479 -0.33
C -1.420 -0.084 -25.140 -0.60
F -2.607 -0.740 -25.010 0.08
F -0.908 0.118 -23.935 0.13
F -1.607 1.191 -25.638 0.06
C -4.408 3.171 -15.132 -0.58
F -3.459 3.490 -14.160 0.06
F -5.609 3.617 -14.673 0.09
F -4.122 3.897 -16.205 0.13
S -4.264 1.318 -15.623 0.70
O -4.965 1.048 -16.860 -0.27
O -2.870 0.948 -15.633 -0.29
N -5.008 0.629 -14.198 -0.33
S -6.389 0.333 -14.482 0.50
O -7.155 1.437 -15.074 -0.35
O -6.569 -1.028 -15.075 -0.34
C -7.144 0.266 -12.591 -0.63
F -6.833 1.433 -12.028 0.08
F -8.465 0.188 -12.537 0.12
F -6.526 -0.684 -11.857 0.09
C 5.452 -2.259 -15.570 -0.64
F 4.176 -2.007 -15.918 0.09
F 6.302 -1.438 -16.226 0.10
F 5.628 -2.106 -14.264 0.10
S 5.884 -4.169 -15.932 0.51
O 7.357 -4.308 -15.719 -0.39
O 5.124 -4.963 -14.961 -0.40
O 5.397 -4.422 -17.317 -0.39